Entry 1:
The following is a DFT calculation (wB97M-V/def2-TZVPD) of a cluster of 2 separate species, C4H11N3 in total at a distorted geometry.

Results
* orbital gap: 8.7450 eV
* molar mass: 101.15 g/mol
* multiplicity: 1
* highest occupied orbital energy: -7.771 eV

Bonds (Å) are listed after each position.
Element x y z (Å)
1 C 2.35 -0.16 0.88  N5 1.306, H11 1.081, H12 1.071
2 C -1.70 0.48 0.79  C6 1.506, H13 1.085, H14 1.084, H15 1.099
3 C -0.62 -1.52 -0.40  C6 1.542, H16 1.091, H17 1.100, H18 1.081
4 N 1.08 1.49 -0.09  N5 1.296, H8 1.016
5 N 1.95 0.53 -0.15  C1 1.306, N4 1.296, H9 1.029
6 C -1.13 -0.06 -0.49  C2 1.506, C3 1.542, N7 1.266
7 N -1.29 0.43 -1.65  C6 1.266, H10 1.020
8 H 0.88 1.88 -1.01  N4 1.016
9 H 2.23 0.16 -1.07  N5 1.029
10 H -1.79 1.31 -1.66  N7 1.020
11 H 2.09 0.16 1.87  C1 1.081
12 H 3.00 -1.00 0.72  C1 1.071
13 H -2.47 1.22 0.60  C2 1.085
14 H -2.10 -0.30 1.43  C2 1.084
15 H -0.89 1.00 1.32  C2 1.099
16 H -0.38 -1.89 -1.40  C3 1.091
17 H -1.42 -2.13 0.04  C3 1.100
18 H 0.23 -1.61 0.26  C3 1.081

These are the natural (NBO) partial charges, in e, on atoms 1 to 6: C -0.302; C -0.707; C -0.679; N -0.595; N -0.191; C 0.362

---

Entry 2:
The following is a DFT calculation (wB97M-V/def2-TZVPD) of a cluster of 8 separate species, C30H81N8O11 in total at a distorted geometry.

Results
* orbital gap: 7.8016 eV
* molar mass: 730.02 g/mol
* total charge: -1
* multiplicity: 1
* highest occupied orbital energy: -5.497 eV

Bonds (Å) are listed after each position.
Element x y z (Å)
1 N 7.84 8.34 -4.48  O2 1.209, O3 1.241, O4 1.227
2 O 9.02 8.47 -4.73  N1 1.209
3 O 7.14 9.31 -4.14  N1 1.241
4 O 7.30 7.25 -4.61  N1 1.227
5 C 8.36 8.78 -8.94  O6 1.407, H14 1.090, H15 1.090, H16 1.090
6 O 9.73 8.51 -9.08  C5 1.407, C7 1.368
7 C 10.23 7.50 -8.30  O6 1.368, C8 1.494, H17 1.090, H18 1.090
8 C 11.65 7.29 -8.69  C7 1.494, N9 1.485, H19 1.090, H20 1.090
9 N 12.51 8.44 -8.33  C8 1.485, C10 1.476, H21 1.010
10 C 13.87 8.28 -8.88  N9 1.476, C11 1.568, H22 1.090, H23 1.090
11 C 14.02 8.64 -10.40  C10 1.568, O12 1.432, H24 1.090, H25 1.090
12 O 14.59 9.94 -10.58  C11 1.432, C13 1.408
13 C 14.79 10.33 -11.92  O12 1.408, H26 1.090, H27 1.090, H28 1.090
14 H 7.79 8.12 -9.58  C5 1.090
15 H 8.19 9.82 -9.24  C5 1.090
16 H 8.00 8.71 -7.91  C5 1.090
17 H 9.72 6.60 -8.65  C7 1.090
18 H 10.16 7.74 -7.24  C7 1.090
19 H 11.72 7.11 -9.77  C8 1.090
20 H 11.93 6.34 -8.23  C8 1.090
21 H 12.01 9.25 -8.68  N9 1.010
22 H 14.35 7.33 -8.65  C10 1.090
23 H 14.54 8.97 -8.37  C10 1.090
24 H 12.99 8.61 -10.75  C11 1.090
25 H 14.52 7.86 -10.98  C11 1.090
26 H 15.16 9.51 -12.54  C13 1.090
27 H 15.44 11.19 -12.05  C13 1.090
28 H 13.77 10.51 -12.27  C13 1.090
29 C 3.65 6.69 -4.25  C30 1.494, H35 1.090, H36 1.090, H37 1.090
30 C 2.71 7.80 -3.90  C29 1.494, C31 1.534, N34 1.445, H38 1.090
31 C 1.27 7.30 -3.69  C30 1.534, O32 1.431, H39 1.090, H40 1.090
32 O 0.39 8.38 -4.00  C31 1.431, C33 1.395
33 C -0.94 8.19 -3.60  O32 1.395, H41 1.090, H42 1.090, H43 1.090
34 N 3.18 8.51 -2.73  C30 1.445, H44 1.010, H45 1.010
35 H 4.65 7.07 -4.47  C29 1.090
36 H 3.31 6.12 -5.11  C29 1.090
37 H 3.70 5.91 -3.49  C29 1.090
38 H 2.69 8.51 -4.72  C30 1.090
39 H 1.08 6.90 -2.70  C31 1.090
40 H 1.07 6.56 -4.47  C31 1.090
41 H -1.54 8.99 -4.02  C33 1.090
42 H -0.94 8.23 -2.51  C33 1.090
43 H -1.32 7.21 -3.90  C33 1.090
44 H 3.03 7.87 -1.97  N34 1.010
45 H 2.45 9.16 -2.48  N34 1.010
46 C 9.65 11.69 -6.02  C47 1.537, H52 1.090, H53 1.090, H54 1.090
47 C 10.44 12.19 -4.80  C46 1.537, C48 1.571, N51 1.432, H55 1.090
48 C 9.56 13.02 -3.81  C47 1.571, O49 1.430, H56 1.090, H57 1.090
49 O 8.89 14.15 -4.37  C48 1.430, C50 1.421
50 C 9.67 15.27 -4.78  O49 1.421, H58 1.090, H59 1.090, H60 1.090
51 N 10.96 11.04 -4.11  C47 1.432, H61 1.010, H62 1.010
52 H 9.18 12.48 -6.61  C46 1.090
53 H 8.86 10.99 -5.76  C46 1.090
54 H 10.32 11.18 -6.72  C46 1.090
55 H 11.23 12.87 -5.10  C47 1.090
56 H 10.22 13.39 -3.02  C48 1.090
57 H 8.85 12.42 -3.23  C48 1.090
58 H 10.30 15.07 -5.64  C50 1.090
59 H 10.11 15.71 -3.88  C50 1.090
60 H 8.95 16.03 -5.08  C50 1.090
61 H 11.53 10.44 -4.70  N51 1.010
62 H 10.16 10.51 -3.82  N51 1.010
63 C 6.50 6.37 -1.48  C64 1.524, H69 1.090, H70 1.090, H71 1.090
64 C 7.76 6.67 -0.67  C63 1.524, C65 1.523, N68 1.465, H72 1.090
65 C 8.79 7.55 -1.38  C64 1.523, O66 1.414, H73 1.090, H74 1.090
66 O 9.90 7.82 -0.55  C65 1.414, C67 1.402
67 C 11.08 8.26 -1.16  O66 1.402, H75 1.090, H76 1.090, H77 1.090
68 N 7.30 7.23 0.60  C64 1.465, H78 1.010, H79 1.010
69 H 5.73 5.90 -0.87  C63 1.090
70 H 6.71 5.78 -2.37  C63 1.090
71 H 6.01 7.30 -1.76  C63 1.090
72 H 8.34 5.78 -0.43  C64 1.090
73 H 8.33 8.50 -1.67  C65 1.090
74 H 9.06 7.06 -2.31  C65 1.090
75 H 11.74 8.60 -0.36  C67 1.090
76 H 10.95 9.05 -1.90  C67 1.090
77 H 11.59 7.45 -1.67  C67 1.090
78 H 6.57 6.56 0.83  N68 1.010
79 H 6.80 8.08 0.39  N68 1.010
80 C 8.80 3.97 -4.02  C81 1.508, H86 1.090, H87 1.090, H88 1.090
81 C 9.31 3.80 -5.43  C80 1.508, C82 1.586, N85 1.498, H89 1.090
82 C 8.80 2.48 -6.15  C81 1.586, O83 1.419, H90 1.090, H91 1.090
83 O 9.45 1.43 -5.45  C82 1.419, C84 1.365
84 C 9.53 0.17 -5.98  O83 1.365, H92 1.090, H93 1.090, H94 1.090
85 N 8.79 5.05 -6.06  C81 1.498, H95 1.010, H96 1.010
86 H 9.39 4.77 -3.59  C80 1.090
87 H 8.96 3.05 -3.46  C80 1.090
88 H 7.74 4.23 -3.97  C80 1.090
89 H 10.38 3.85 -5.65  C81 1.090
90 H 9.11 2.44 -7.19  C82 1.090
91 H 7.72 2.40 -6.05  C82 1.090
92 H 8.56 -0.33 -5.98  C84 1.090
93 H 10.29 -0.41 -5.47  C84 1.090
94 H 9.80 0.19 -7.03  C84 1.090
95 H 9.62 5.60 -6.25  N85 1.010
96 H 8.34 5.66 -5.39  N85 1.010
97 C 6.20 14.55 -6.00  C98 1.511, H103 1.090, H104 1.090, H105 1.090
98 C 5.52 13.38 -5.32  C97 1.511, C99 1.559, N102 1.481, H106 1.090
99 C 5.61 12.11 -6.22  C98 1.559, O100 1.438, H107 1.090, H108 1.090
100 O 5.01 10.95 -5.62  C99 1.438, C101 1.402
101 C 5.11 9.78 -6.38  O100 1.402, H109 1.090, H110 1.090, H111 1.090
102 N 6.24 13.25 -4.03  C98 1.481, H112 1.010, H113 1.010
103 H 7.19 14.32 -6.39  C97 1.090
104 H 6.20 15.41 -5.33  C97 1.090
105 H 5.64 14.91 -6.86  C97 1.090
106 H 4.47 13.55 -5.12  C98 1.090
107 H 6.64 11.80 -6.41  C99 1.090
108 H 5.13 12.21 -7.19  C99 1.090
109 H 4.65 9.91 -7.36  C101 1.090
110 H 4.46 9.01 -5.98  C101 1.090
111 H 6.09 9.33 -6.50  C101 1.090
112 H 7.19 13.12 -4.34  N102 1.010
113 H 6.28 14.16 -3.60  N102 1.010
114 C 12.22 6.55 -4.92  C115 1.530, H120 1.090, H121 1.090, H122 1.090
115 C 12.81 7.95 -4.74  C114 1.530, C116 1.579, N119 1.451, H123 1.090
116 C 14.36 8.08 -5.00  C115 1.579, O117 1.384, H124 1.090, H125 1.090
117 O 15.00 7.31 -4.04  C116 1.384, C118 1.401
118 C 16.38 7.51 -3.99  O117 1.401, H126 1.090, H127 1.090, H128 1.090
119 N 12.07 8.82 -5.65  C115 1.451, H129 1.010, H130 1.010
120 H 12.38 6.20 -5.94  C114 1.090
121 H 11.18 6.51 -4.60  C114 1.090
122 H 12.80 5.93 -4.24  C114 1.090
123 H 12.57 8.27 -3.73  C115 1.090
124 H 14.63 9.13 -4.97  C116 1.090
125 H 14.65 7.73 -5.99  C116 1.090
126 H 16.81 6.96 -3.15  C118 1.090
127 H 16.74 8.54 -3.87  C118 1.090
128 H 16.88 7.18 -4.90  C118 1.090
129 H 11.09 8.60 -5.52  N119 1.010
130 H 12.17 8.64 -6.63  N119 1.010

These are the Löwdin partial charges, in e, on atoms 1 to 6: N -0.642; O -0.049; O -0.027; O -0.058; C -0.084; O -0.189